Entry 1:
C24H22Cl2N3O4PPdSe | the ωB97M-V functional and the def2-TZVPD basis

Structure (XYZ):
```
58
Properties=species:S:1:pos:R:3:lowdin_charge:R:1
Pd 0.27 0.05 0.38 0.773
Cl -1.58 -3.43 -2.55 0.715
C -2.46 -3.07 -1.11 -0.607
C -3.69 -3.64 -0.88 -0.101
C -4.38 -3.33 0.28 -0.056
C -3.86 -2.44 1.22 -0.095
C -2.63 -1.86 1.00 -0.569
Cl -1.96 -0.78 2.16 0.814
C -1.88 -2.16 -0.18 -0.428
N -0.71 -1.61 -0.41 0.111
H -4.10 -4.33 -1.61 0.110
H -5.35 -3.79 0.47 0.113
H -4.40 -2.21 2.13 0.112
O 0.27 0.91 4.25 -0.465
Se 1.19 1.07 2.95 0.751
O 1.47 -0.41 2.19 -0.567
O 0.26 1.73 1.67 -0.580
O 2.54 1.93 3.08 -0.460
C 2.62 2.40 -0.36 -0.214
P 2.40 0.62 -0.54 0.975
C 2.65 0.22 -2.29 -0.366
C 3.85 0.55 -2.92 -0.080
C 4.05 0.24 -4.25 -0.075
C 3.06 -0.42 -4.97 -0.079
C 1.87 -0.77 -4.35 -0.076
C 1.67 -0.45 -3.01 -0.121
C 3.82 -0.17 0.25 -0.364
C 4.06 -1.52 -0.03 -0.089
C 5.12 -2.17 0.57 -0.079
C 5.93 -1.49 1.47 -0.080
C 5.68 -0.16 1.77 -0.064
C 4.62 0.50 1.17 -0.079
H 3.55 2.74 -0.80 0.057
H 2.59 2.64 0.71 0.029
H 1.78 2.90 -0.84 0.041
H 4.63 1.04 -2.36 0.112
H 4.98 0.50 -4.73 0.106
H 3.22 -0.67 -6.01 0.104
H 1.10 -1.30 -4.90 0.104
H 0.74 -0.75 -2.53 0.068
H 3.43 -2.06 -0.73 0.109
H 5.31 -3.21 0.35 0.103
H 6.75 -2.00 1.95 0.102
H 6.29 0.36 2.49 0.108
H 4.39 1.52 1.45 0.089
N -2.86 4.97 -2.24 0.129
C -2.26 3.82 -1.83 -0.317
C -2.68 3.16 -0.66 -0.002
C -2.03 2.01 -0.27 -0.142
N -1.03 1.45 -0.96 -0.022
C -0.64 2.07 -2.08 -0.146
C -1.21 3.24 -2.54 -0.010
H -3.56 5.41 -1.68 0.103
H -2.51 5.46 -3.04 0.102
H -3.48 3.56 -0.05 0.115
H -2.31 1.52 0.65 0.075
H 0.17 1.62 -2.63 0.090
H -0.84 3.69 -3.46 0.112
```

Computed properties:
Expectation value of S² ... 6.0681
ΔE to the lowest compared entry with this formula, charge and spin ... 0.000 eV
2S+1 ... 5
HOMO-LUMO gap (spin up / spin down) ... 8.24 / 6.76 eV

=====

Entry 2:
C24H22ClN4O3S4SbTa | the ωB97M-V functional and the def2-TZVPD basis

Structure (XYZ):
```
60
Properties=species:S:1:pos:R:3:lowdin_charge:R:1
Ta -1.21 -0.73 -0.93 0.941
O 0.71 2.07 -3.57 0.076
C 0.49 3.25 -2.98 -0.266
C 1.11 4.38 -3.52 -0.018
C 1.04 5.59 -2.90 -0.086
C 0.13 5.75 -1.84 -0.096
C -0.50 4.65 -1.35 -0.061
C -0.28 3.39 -1.84 -0.090
C -0.84 2.20 -1.14 -0.367
O -0.35 1.02 -1.53 -0.375
N -1.81 2.33 -0.29 0.115
N -2.16 1.03 0.12 -0.087
C -3.00 1.03 1.10 -0.063
C -3.51 -0.11 1.77 -0.154
C -4.55 -0.04 2.67 -0.043
C -5.07 -1.18 3.27 -0.089
C -4.54 -2.45 3.00 -0.033
C -3.43 -2.52 2.16 -0.042
C -2.95 -1.39 1.54 -0.303
O -1.96 -1.56 0.65 -0.375
H 0.29 1.33 -3.08 0.088
H 1.68 4.26 -4.40 0.107
H 1.62 6.39 -3.34 0.102
H -0.03 6.72 -1.29 0.114
H -1.12 4.75 -0.49 0.107
H -3.36 1.99 1.48 0.139
H -4.96 0.94 2.95 0.117
H -5.89 -1.05 3.96 0.091
H -4.88 -3.36 3.48 0.108
H -2.95 -3.43 1.95 0.010
S -0.53 -4.88 -3.36 -0.299
Sb -1.34 -3.95 -1.48 0.178
S -2.65 -1.05 -2.58 -0.017
S 1.08 -1.45 -1.29 0.451
S -2.73 -5.19 -0.11 -0.272
C -0.79 -2.39 4.49 -0.034
N -0.05 -2.10 3.27 -0.177
C 0.09 -3.20 2.30 -0.051
C 0.01 -0.83 2.88 -0.316
N -0.10 0.33 2.70 0.156
H -1.37 -3.25 4.34 0.071
H -1.46 -1.57 4.64 0.079
H -0.16 -2.47 5.37 0.085
H 0.85 -3.90 2.59 0.081
H 0.42 -2.80 1.35 0.043
H -0.84 -3.76 2.17 0.055
Cl 7.69 -0.52 -3.10 0.573
C 6.04 -0.41 -2.39 -0.632
C 5.44 0.82 -2.38 -0.117
C 4.16 0.92 -1.83 -0.040
C 3.53 -0.18 -1.32 -0.315
C 2.16 -0.07 -0.68 -0.471
C 4.15 -1.42 -1.32 -0.060
C 5.44 -1.54 -1.84 -0.089
H 5.86 1.72 -2.85 0.110
H 3.66 1.92 -1.77 0.130
H 1.74 0.91 -0.92 0.051
H 2.31 -0.21 0.39 0.074
H 3.66 -2.28 -0.95 0.079
H 5.98 -2.49 -1.90 0.109
```

Computed properties:
Charge ... -1
ΔE to the lowest compared entry with this formula, charge and spin ... 0.857 eV
HOMO-LUMO gap ... 5.75 eV

=====

Entry 3:
C24H22HfN6O2 | the ωB97M-V functional and the def2-TZVPD basis

Structure (XYZ):
```
55
Properties=species:S:1:pos:R:3:lowdin_charge:R:1
N 1.58 1.59 2.74 0.146
C 2.46 1.03 3.25 -0.232
C 3.56 0.33 3.89 -0.036
H 4.44 0.99 3.95 0.114
H 3.82 -0.57 3.32 0.081
H 3.28 0.05 4.91 0.112
N 0.21 -3.38 -2.25 0.113
C -0.39 -4.30 -2.62 -0.120
C -1.12 -5.47 -3.04 0.028
H -0.51 -6.36 -2.82 0.133
H -1.34 -5.43 -4.12 0.134
H -2.07 -5.55 -2.49 0.129
N -0.41 2.97 -1.55 0.103
C 0.03 3.59 -2.43 -0.268
C 0.58 4.38 -3.53 -0.044
H -0.23 4.90 -4.06 0.112
H 1.09 3.70 -4.23 0.090
H 1.29 5.11 -3.13 0.107
Hf 1.45 -1.65 -1.07 1.425
C -0.76 -0.87 -4.06 0.043
O -1.67 -0.91 -4.75 0.109
C 0.98 -3.19 0.67 0.039
O 0.58 -3.80 1.57 0.223
C 3.52 -1.74 -0.53 -0.121
C 3.06 -0.40 -0.41 -0.117
C 2.39 0.22 -1.50 -0.090
C 2.15 -0.50 -2.71 -0.124
C 2.62 -1.84 -2.83 -0.119
C 3.33 -2.45 -1.75 -0.082
H 3.99 -2.21 0.34 0.175
H 3.23 0.18 0.49 0.146
H 2.10 1.27 -1.42 0.151
H 1.65 0.00 -3.53 0.131
H 2.43 -2.39 -3.75 0.167
H 3.70 -3.47 -1.82 0.179
N -4.75 4.63 5.51 0.328
C -4.23 3.92 4.73 -0.046
C -3.62 3.03 3.78 -0.113
C -2.28 3.22 3.39 0.077
C -1.68 2.32 2.52 0.067
C -2.44 1.29 1.97 -0.103
C -3.77 1.08 2.35 0.080
C -4.36 1.95 3.27 0.077
N -1.86 0.40 1.04 0.069
C -2.50 -0.67 0.41 0.050
C -1.57 -1.32 -0.33 -0.075
N -0.35 -0.64 -0.19 -0.059
C -0.57 0.41 0.62 -0.077
H -1.71 4.06 3.78 0.160
H -0.61 2.41 2.29 0.089
H -4.34 0.25 1.94 0.130
H -5.39 1.79 3.58 0.162
H -3.55 -0.89 0.54 0.145
H -1.62 -2.24 -0.90 0.103
H 0.17 1.14 0.96 0.096
```

Computed properties:
Charge ... +4
ΔE to the lowest compared entry with this formula, charge and spin ... 7.003 eV
HOMO-LUMO gap (spin up / spin down) ... 2.52 / 2.52 eV

=====

Entry 4:
C24H22N4O2RuS | the ωB97M-V functional and the def2-TZVPD basis

Structure (XYZ):
```
54
Properties=species:S:1:pos:R:3:lowdin_charge:R:1
Ru 0.11 -0.03 -1.83 1.080
O -0.81 -1.19 -3.01 -0.274
N -1.67 -0.65 -3.91 -0.157
C -2.30 -1.54 -4.73 -0.002
C -3.18 -1.09 -5.66 -0.030
C -3.43 0.29 -5.75 -0.035
C -2.79 1.16 -4.91 -0.059
C -1.87 0.68 -3.96 -0.602
S -0.98 1.66 -2.87 0.769
H -2.03 -2.57 -4.55 0.144
H -3.67 -1.80 -6.31 0.118
H -4.14 0.67 -6.48 0.121
H -2.96 2.23 -4.95 0.118
C 1.57 0.35 -3.54 -0.066
C 2.16 0.16 -2.30 -0.496
C 2.12 -1.17 -1.78 -0.121
C 2.48 -1.46 -0.46 -0.027
C 2.88 -0.44 0.38 -0.239
C 2.94 0.88 -0.10 -0.036
C 2.58 1.19 -1.39 -0.026
C 3.13 -0.73 1.77 -0.167
N 3.28 -1.00 2.88 0.183
H 1.32 -0.50 -4.15 0.081
H 1.48 1.34 -3.98 0.061
H 1.91 -1.98 -2.47 0.122
H 2.43 -2.48 -0.11 0.129
H 3.27 1.67 0.57 0.127
H 2.63 2.21 -1.74 0.125
C 0.37 -0.84 4.47 0.014
N -0.03 -1.08 3.10 -0.037
N -0.30 -0.07 2.21 0.074
C -0.50 -0.61 0.98 -0.387
O -0.77 0.17 -0.02 -0.180
C -0.36 -1.99 1.10 0.051
C -0.06 -2.24 2.43 -0.249
C 0.26 -3.53 3.11 0.006
C -0.45 1.29 2.61 -0.194
C 0.34 2.26 2.03 0.003
C 0.18 3.58 2.40 -0.052
C -0.77 3.93 3.36 -0.062
C -1.56 2.95 3.93 -0.056
C -1.42 1.62 3.55 -0.012
H 0.81 0.16 4.54 0.100
H 1.14 -1.56 4.73 0.087
H -0.48 -0.92 5.15 0.101
H -0.50 -2.72 0.32 0.125
H 0.06 -4.36 2.43 0.091
H -0.34 -3.66 4.01 0.095
H 1.31 -3.56 3.39 0.092
H 1.06 1.98 1.27 0.092
H 0.80 4.35 1.95 0.112
H -0.89 4.96 3.65 0.112
H -2.31 3.21 4.67 0.113
H -2.06 0.85 3.97 0.124
```

Computed properties:
Expectation value of S² ... 0.7624
Charge ... +1
ΔE to the lowest compared entry with this formula, charge and spin ... 0.046 eV
2S+1 ... 2
HOMO-LUMO gap (spin up / spin down) ... 7.30 / 6.73 eV

=====

Entry 5:
C24H22N5O13S | the ωB97M-V functional and the def2-TZVPD basis

Structure (XYZ):
```
65
Properties=species:S:1:pos:R:3:lowdin_charge:R:1
N 2.02 1.36 -1.68 0.187
C 1.10 1.29 -0.70 -0.331
N 1.30 1.23 0.61 0.237
C 0.10 1.16 1.18 -0.255
C -0.14 1.10 2.64 -0.104
C 0.55 2.28 3.36 -0.139
C 1.99 1.98 3.82 -0.251
O 2.19 0.64 4.22 -0.059
N -0.85 1.16 0.25 0.208
N -0.22 1.27 -0.95 -0.042
N -0.89 1.30 -2.17 0.106
C -1.64 2.27 -2.38 -0.731
S -2.64 3.37 -2.73 0.922
H 2.83 1.94 -1.55 0.098
H 2.03 0.71 -2.44 0.117
H -1.21 1.13 2.86 0.124
H 0.23 0.15 3.02 0.094
H -0.08 2.60 4.18 0.116
H 0.62 3.13 2.67 0.114
H 2.21 2.61 4.68 0.120
H 2.69 2.24 3.03 0.111
H 2.46 0.13 3.45 0.085
H -1.87 1.10 0.35 0.136
C 4.22 2.99 -6.47 0.082
C 3.87 2.65 -5.23 -0.228
C 4.80 1.92 -4.29 -0.301
O 4.39 1.66 -3.16 0.060
C 6.12 1.58 -4.75 0.074
C 6.49 1.92 -6.00 -0.227
C 5.56 2.66 -6.94 -0.302
O 5.99 2.93 -8.04 0.129
O 7.67 1.65 -6.52 0.140
O 2.67 2.92 -4.71 0.104
H 3.56 3.51 -7.14 0.140
H 6.78 1.05 -4.08 0.139
H 7.67 2.01 -7.43 0.130
H 2.67 2.60 -3.80 0.079
C -0.36 -4.87 2.19 0.085
C -0.60 -3.57 2.33 -0.224
C -0.64 -2.89 3.68 -0.297
O -0.86 -1.68 3.66 0.072
C -0.44 -3.67 4.86 0.079
C -0.20 -4.99 4.73 -0.225
C -0.14 -5.67 3.38 -0.301
O 0.10 -6.86 3.38 0.128
O 0.00 -5.80 5.75 0.139
O -0.83 -2.73 1.32 0.089
H -0.33 -5.37 1.22 0.139
H -0.48 -3.18 5.82 0.140
H 0.15 -6.69 5.38 0.129
H -0.95 -1.86 1.77 0.089
C -5.77 0.72 0.95 0.075
C -6.90 0.15 0.48 -0.217
C -6.89 -1.18 -0.26 -0.297
O -7.96 -1.60 -0.62 0.138
C -5.61 -1.84 -0.48 0.089
C -4.50 -1.26 -0.01 -0.222
C -4.53 0.06 0.74 -0.285
O -3.44 0.50 1.12 0.025
O -3.29 -1.78 -0.15 0.113
O -8.09 0.67 0.62 0.154
H -5.77 1.67 1.48 0.140
H -5.60 -2.77 -1.01 0.144
H -2.69 -1.18 0.33 0.082
H -8.73 0.06 0.20 0.136
```

Computed properties:
Charge ... +1
HOMO-LUMO gap ... 7.52 eV

=====

Entry 6:
C24H23AuN6O4 | the ωB97M-V functional and the def2-TZVPD basis

Structure (XYZ):
```
58
Properties=species:S:1:pos:R:3:lowdin_charge:R:1
Au 0.96 -0.17 0.07 1.292
N 2.24 -1.94 3.71 0.155
C 2.14 -0.73 4.33 -0.033
C 1.51 0.11 3.45 -0.087
N 1.23 -0.57 2.32 0.031
C 1.69 -1.81 2.48 -0.283
C 1.59 -2.77 1.42 -0.297
N 0.97 -2.45 0.29 0.005
C 1.09 -3.51 -0.54 -0.106
C 1.78 -4.50 0.10 -0.037
N 2.08 -4.02 1.34 0.149
H 2.70 -2.75 4.09 0.181
H 2.50 -0.56 5.32 0.131
H 1.24 1.14 3.57 0.119
H 0.68 -3.52 -1.53 0.109
H 2.05 -5.49 -0.22 0.130
H 2.68 -4.49 2.00 0.178
O 4.20 -2.01 1.20 0.093
C 4.17 -1.16 0.34 -0.452
C 5.36 -0.61 -0.45 -0.040
C 4.76 0.36 -1.47 -0.048
C 3.30 0.32 -1.14 -0.470
O 2.33 0.89 -1.64 0.049
N 3.06 -0.52 -0.11 0.062
H 5.89 -1.44 -0.90 0.138
H 6.03 -0.13 0.26 0.139
H 4.93 0.06 -2.50 0.141
H 5.14 1.38 -1.37 0.141
C -5.09 2.38 -1.49 -0.013
O -3.99 1.55 -1.14 -0.084
C -3.64 1.38 0.14 -0.207
C -3.94 2.26 1.18 0.019
C -3.57 1.98 2.48 -0.037
C -2.92 0.79 2.78 -0.058
C -2.63 -0.11 1.78 -0.022
C -2.94 0.18 0.46 -0.187
N -2.70 -0.77 -0.55 0.165
C -2.28 -0.55 -1.77 0.043
C -1.65 0.63 -2.25 -0.137
C -1.76 0.98 -3.60 0.011
C -1.17 2.14 -4.08 -0.015
C -0.43 2.96 -3.22 -0.015
C -0.27 2.63 -1.90 0.029
C -0.86 1.45 -1.36 -0.353
O -0.66 1.10 -0.14 -0.159
H -4.98 2.62 -2.54 0.102
H -5.10 3.31 -0.92 0.087
H -6.03 1.84 -1.33 0.113
H -4.47 3.18 0.97 0.116
H -3.83 2.68 3.25 0.121
H -2.65 0.57 3.80 0.111
H -2.12 -1.04 2.01 0.116
H -2.97 -1.72 -0.30 0.187
H -2.39 -1.37 -2.47 0.162
H -2.36 0.37 -4.25 0.132
H -1.27 2.40 -5.12 0.124
H 0.03 3.86 -3.60 0.127
H 0.37 3.21 -1.25 0.131
```

Computed properties:
Charge ... +2
HOMO-LUMO gap (spin up / spin down) ... 4.62 / 4.70 eV

=====

Entry 7:
C24H23BF6N5OSTb | the ωB97M-V functional and the def2-TZVPD basis

Structure (XYZ):
```
62
Properties=species:S:1:pos:R:3:lowdin_charge:R:1
Tb -0.16 0.11 -0.38 1.694
C 2.73 -2.01 0.26 -0.124
N 1.96 -1.06 1.09 -0.194
C 1.36 -1.73 2.24 -0.136
C 0.30 -0.89 2.90 -0.259
C 0.16 -0.86 4.28 -0.014
C -0.89 -0.14 4.84 -0.060
C -1.76 0.52 3.99 -0.043
C -1.53 0.45 2.63 -0.133
N -0.52 -0.22 2.09 -0.003
C 2.79 0.06 1.53 -0.161
C 3.32 0.84 0.35 -0.306
C 4.57 1.44 0.41 -0.023
C 5.01 2.18 -0.68 -0.070
C 4.18 2.27 -1.78 -0.052
C 2.96 1.62 -1.75 -0.104
N 2.53 0.92 -0.70 0.068
C 2.17 -2.22 -1.13 -0.327
C 2.97 -2.73 -2.12 -0.101
C 2.42 -3.04 -3.38 -0.162
C 1.04 -2.85 -3.54 -0.136
C 0.31 -2.33 -2.50 -0.213
N 0.85 -1.95 -1.30 -0.095
H 2.77 -2.97 0.77 0.124
H 3.76 -1.67 0.16 0.118
H 2.12 -2.01 2.98 0.127
H 0.87 -2.64 1.88 0.127
H 0.86 -1.40 4.90 0.110
H -1.02 -0.11 5.91 0.104
H -2.60 1.08 4.38 0.106
H -2.18 0.96 1.93 0.104
H 3.63 -0.29 2.15 0.130
H 2.18 0.72 2.14 0.087
H 5.19 1.32 1.29 0.111
H 5.98 2.66 -0.66 0.103
H 4.48 2.82 -2.66 0.101
H 2.28 1.66 -2.59 0.095
H 4.02 -2.91 -1.91 0.091
H 3.04 -3.44 -4.18 0.059
H 0.54 -3.11 -4.46 0.084
H -0.76 -2.19 -2.60 0.095
O -1.78 1.80 -0.15 -0.313
N -1.51 3.06 -0.41 -0.227
C -2.32 3.73 -1.26 -0.028
C -2.12 5.05 -1.57 -0.076
C -1.03 5.71 -0.99 -0.090
C -0.20 5.01 -0.14 -0.098
C -0.41 3.65 0.16 -0.678
S 0.62 2.71 1.13 0.658
H -3.12 3.13 -1.66 0.140
H -2.79 5.54 -2.25 0.098
H -0.84 6.75 -1.21 0.100
H 0.66 5.48 0.31 0.097
F 0.01 2.01 -2.36 -0.193
C 0.00 0.62 -2.81 -0.281
F -1.40 0.28 -2.53 -0.207
H 0.01 0.71 -3.89 0.066
F -3.00 -3.24 -0.31 0.134
B -2.34 -2.30 0.48 -1.204
F -3.05 -2.02 1.66 0.120
F -1.02 -2.71 0.77 0.090
F -2.20 -1.05 -0.28 -0.030
```

Computed properties:
Expectation value of S² ... 16.4368
Charge ... -1
ΔE to the lowest compared entry with this formula, charge and spin ... 0.000 eV
2S+1 ... 8
HOMO-LUMO gap (spin up / spin down) ... 3.34 / 7.27 eV

=====

Entry 8:
C24H23Cl2F5NO5S | the ωB97M-V functional and the def2-TZVPD basis

Structure (XYZ):
```
61
Properties=species:S:1:pos:R:3:lowdin_charge:R:1
C 1.31 3.00 -1.47 -0.102
C 2.57 2.96 -2.35 -0.712
Cl 2.24 3.91 -3.85 0.582
C 2.96 1.54 -2.79 -0.658
Cl 4.55 1.56 -3.67 0.599
C 3.03 0.58 -1.62 -0.204
C 4.17 0.57 -0.80 -0.044
C 4.20 -0.33 0.26 -0.035
C 3.13 -1.19 0.51 -0.246
C 3.27 -2.17 1.67 -0.144
C 4.16 -3.37 1.19 -0.151
C 3.32 -4.46 0.50 -0.070
C 3.99 -5.13 -0.69 -0.452
F 3.03 -5.81 -1.36 0.110
F 4.88 -6.06 -0.29 0.130
C 4.64 -4.19 -1.74 -0.583
F 5.94 -4.02 -1.51 0.178
F 4.05 -3.03 -1.83 0.206
F 4.55 -4.77 -2.94 0.161
C 1.98 -1.16 -0.28 -0.380
C 1.94 -0.27 -1.37 -0.208
N 0.82 -0.21 -2.27 0.046
C -0.46 -0.25 -1.61 -0.285
C -1.45 0.62 -2.08 -0.025
C -2.72 0.61 -1.50 -0.010
C -2.99 -0.27 -0.44 -0.117
C -4.39 -0.24 0.20 -0.692
O -4.58 -1.02 1.15 -0.043
O -5.20 0.58 -0.29 -0.059
C -2.02 -1.15 0.04 -0.030
C -0.76 -1.13 -0.55 -0.418
S 0.57 -2.21 -0.01 1.047
H 1.54 3.08 -0.41 0.088
H 0.76 3.90 -1.73 0.061
H 0.64 2.15 -1.62 0.049
H 3.40 3.38 -1.78 0.099
H 2.24 1.22 -3.54 0.083
H 4.98 1.25 -1.01 0.092
H 5.07 -0.39 0.91 0.116
H 2.30 -2.51 2.03 0.089
H 3.81 -1.63 2.45 0.110
H 4.92 -2.93 0.54 0.098
H 4.70 -3.78 2.05 0.113
H 2.33 -4.12 0.20 0.074
H 3.17 -5.26 1.23 0.135
H 0.89 -1.06 -2.85 0.143
H -1.20 1.29 -2.89 0.108
H -3.50 1.26 -1.87 0.109
H -2.25 -1.84 0.84 0.110
C -6.66 1.61 2.01 -0.026
O -7.06 2.23 3.26 0.007
C -7.04 3.55 3.27 -0.632
O -6.75 4.27 2.36 0.118
O -7.43 3.96 4.49 -0.012
C -7.46 5.38 4.63 -0.066
H -6.71 0.54 2.15 0.087
H -7.34 1.90 1.21 0.096
H -5.64 1.87 1.75 0.086
H -8.17 5.82 3.94 0.093
H -6.47 5.80 4.48 0.094
H -7.78 5.58 5.65 0.086
```

Computed properties:
Charge ... -1
HOMO-LUMO gap ... 7.46 eV

=====

Number 1: electronic energy -141060.1332 eV. Number 2: electronic energy -101306.4432 eV. Number 3: electronic energy -39538.7313 eV. Number 4: electronic energy -48709.4983 eV. Number 5: electronic energy -70138.6495 eV. Number 6: electronic energy -46067.3192 eV. Number 7: electronic energy -85019.2292 eV. Number 8: electronic energy -86460.4139 eV.